Entry 1:
C28H28N4PPtS3Te | ωB97M-V/def2-TZVPD

XYZ file:
```
66
Properties=species:S:1:pos:R:3:forces:R:3:nbo_charge:R:1
Pt -0.110 0.837 -1.267 -0.17 -0.18 -0.45 0.65
C 0.198 5.133 -1.149 0.00 -0.03 -0.05 -0.69
C 0.379 3.650 -1.160 0.39 0.11 0.18 0.27
N -0.558 2.791 -1.330 -0.27 -0.06 -0.06 -0.24
N -1.860 3.140 -1.568 0.07 -0.25 -0.06 -0.43
C -2.726 2.152 -1.939 0.08 0.16 0.15 0.28
N -3.965 2.547 -2.227 -0.09 -0.05 -0.15 -0.75
S -2.311 0.514 -1.964 0.30 0.00 0.10 0.07
C 1.716 3.030 -0.974 -0.43 0.17 -0.01 0.14
C 2.870 3.776 -0.902 0.20 0.11 0.04 -0.20
C 4.090 3.125 -0.755 -0.04 0.13 0.00 -0.13
C 4.103 1.751 -0.662 -0.01 -0.14 0.04 -0.21
C 2.905 1.055 -0.743 -0.03 0.03 0.08 0.09
N 1.740 1.677 -0.914 0.16 -0.12 -0.08 -0.44
H -0.805 5.430 -0.849 -0.04 -0.01 0.01 0.23
H 0.407 5.557 -2.133 -0.01 -0.01 0.00 0.26
H 0.878 5.590 -0.434 0.00 -0.01 0.00 0.26
H -2.125 4.112 -1.549 0.01 0.01 -0.03 0.41
H -4.222 3.513 -2.334 -0.01 -0.01 0.04 0.41
H -4.624 1.851 -2.538 -0.03 0.02 0.04 0.44
H 2.823 4.853 -0.969 0.05 -0.02 0.01 0.24
H 5.010 3.691 -0.710 -0.02 0.01 0.01 0.24
H 5.027 1.205 -0.529 -0.03 -0.01 -0.02 0.25
H 2.858 -0.024 -0.674 0.01 -0.01 -0.03 0.25
C -1.026 2.649 2.029 -0.01 -0.04 0.02 -0.67
Te -1.457 0.582 1.605 -0.02 0.14 0.15 0.48
C -0.641 0.249 3.559 -0.03 -0.02 0.00 -0.67
C -0.681 1.581 4.266 0.00 -0.01 0.02 0.05
C -0.530 1.662 5.648 0.02 0.00 -0.02 -0.22
C -0.555 2.889 6.290 -0.01 0.00 -0.01 -0.20
C -0.729 4.053 5.552 0.01 -0.01 -0.01 -0.21
C -0.880 3.979 4.177 0.00 -0.01 0.00 -0.19
C -0.861 2.748 3.527 0.00 0.00 -0.01 -0.09
H -1.847 3.275 1.678 0.01 0.02 0.01 0.22
H -0.109 2.948 1.513 0.01 0.01 0.01 0.20
H 0.375 -0.131 3.460 0.02 0.00 0.02 0.23
H -1.243 -0.503 4.065 0.00 0.01 0.02 0.24
H -0.399 0.754 6.225 0.00 0.01 -0.01 0.22
H -0.450 2.938 7.366 0.01 0.00 -0.01 0.22
H -0.756 5.014 6.049 0.00 -0.01 0.00 0.22
H -1.027 4.887 3.602 0.00 -0.01 0.00 0.20
S -2.240 -2.334 -0.253 -0.05 0.00 -0.01 -0.58
P -0.564 -2.823 -1.121 -0.06 -0.04 0.11 1.18
S 0.798 -1.282 -1.511 -0.06 0.07 0.00 -0.53
C -0.800 -3.662 -2.709 0.08 -0.06 -0.08 -0.33
C -0.723 -2.974 -3.916 -0.05 -0.01 0.00 -0.21
C -0.940 -3.645 -5.112 -0.01 0.00 0.01 -0.21
C -1.224 -5.002 -5.106 0.00 0.01 -0.01 -0.19
C -1.308 -5.691 -3.903 0.00 0.03 0.03 -0.21
C -1.098 -5.025 -2.707 -0.05 0.06 -0.01 -0.21
C 0.433 -3.988 -0.154 0.10 0.00 -0.04 -0.44
C -0.003 -4.421 1.090 0.03 0.00 0.05 -0.18
C 0.775 -5.307 1.826 -0.05 0.02 -0.01 -0.21
C 1.984 -5.757 1.320 0.02 0.01 -0.02 -0.19
C 2.421 -5.329 0.071 -0.03 0.01 0.00 -0.23
C 1.648 -4.449 -0.666 -0.04 -0.01 -0.01 -0.13
H -0.487 -1.917 -3.919 0.03 -0.01 0.00 0.23
H -0.877 -3.108 -6.050 0.00 0.00 0.01 0.22
H -1.378 -5.526 -6.041 -0.01 0.00 0.01 0.22
H -1.534 -6.750 -3.898 0.00 0.01 0.00 0.22
H -1.172 -5.561 -1.768 0.03 -0.01 -0.01 0.23
H -0.951 -4.064 1.472 0.00 -0.01 0.00 0.24
H 0.429 -5.651 2.792 0.01 0.01 0.00 0.22
H 2.589 -6.446 1.895 -0.01 -0.01 -0.01 0.22
H 3.360 -5.689 -0.329 0.00 0.01 0.00 0.22
H 1.983 -4.126 -1.645 0.00 0.00 0.00 0.21
```
Forces are in eV/Å.

Its largest force on an atom is 0.52 eV/Å. Its net charge is +1. The multiplicity is 1. The calculation puts the energy above the lowest of the compared OMol25 structures with the same formula, charge and spin at 18.5 kcal per mole.

---

Entry 2:
C17H38N4O8 | ωB97M-V/def2-TZVPD

XYZ file:
```
67
Properties=species:S:1:pos:R:3:forces:R:3:nbo_charge:R:1
C -2.380 -1.888 2.529 0.94 -0.05 0.92 -0.63
C -1.606 -2.234 1.268 -1.64 0.19 -0.50 0.05
C -0.716 -3.472 1.284 -0.11 -0.31 1.34 -0.10
O -1.316 -4.370 0.356 0.60 0.22 -0.62 -0.50
C -2.365 -3.782 -0.268 0.04 0.04 0.30 0.97
O -2.938 -4.258 -1.192 -0.17 -0.04 -0.05 -0.58
O -2.681 -2.623 0.343 0.61 -0.30 -0.48 -0.51
H -2.438 -2.774 3.167 -0.40 -0.07 -0.17 0.21
H -3.371 -1.525 2.279 -0.04 -0.03 -0.06 0.23
H -1.895 -1.149 3.173 0.16 0.14 -0.32 0.22
H -1.147 -1.376 0.789 0.27 0.04 0.29 0.21
H -0.733 -4.000 2.243 -0.18 0.26 0.10 0.19
H 0.343 -3.259 1.134 -0.12 -0.03 -0.71 0.21
C -0.216 0.798 -1.466 -1.80 -0.36 0.17 -0.43
N 0.266 -0.258 -2.327 0.39 0.09 0.04 -0.44
C 0.501 0.100 -3.703 -0.12 0.61 -0.79 -0.42
C 0.829 -1.365 -1.795 0.05 0.06 0.23 0.53
O 1.346 -2.271 -2.419 0.03 -0.08 -0.05 -0.64
H 0.530 1.397 -0.948 0.09 0.14 -0.26 0.21
H -0.946 0.410 -0.744 0.66 -0.41 0.38 0.21
H -0.954 1.373 -2.032 0.69 0.56 -0.31 0.22
H 1.155 -0.601 -4.212 0.06 -0.15 0.26 0.24
H -0.413 0.191 -4.299 -0.16 -0.29 0.27 0.20
H 0.934 1.105 -3.752 0.24 -0.14 0.11 0.19
H 0.796 -1.344 -0.690 -0.12 -0.12 -0.03 0.12
C -3.003 2.316 0.311 -0.24 0.38 0.66 -0.42
N -3.189 3.066 -0.911 -0.24 -0.53 0.16 -0.43
C -4.507 3.023 -1.530 0.56 -0.06 0.13 -0.42
C -2.238 3.911 -1.350 -0.05 0.29 -0.40 0.52
O -2.412 4.767 -2.201 0.20 -0.09 -0.02 -0.64
H -3.357 2.890 1.182 0.06 0.09 -0.12 0.19
H -1.949 2.112 0.492 -0.03 -0.19 -0.11 0.23
H -3.624 1.420 0.328 0.33 -0.24 -0.36 0.21
H -4.473 3.712 -2.368 -0.33 0.09 0.06 0.24
H -4.695 2.010 -1.892 -0.05 0.01 -0.01 0.20
H -5.272 3.271 -0.793 -0.10 0.22 -0.16 0.19
H -1.251 3.735 -0.894 -0.11 0.00 0.25 0.13
C 1.580 6.354 2.350 -0.29 0.07 -1.02 -0.40
N 1.033 5.335 1.457 0.01 -0.44 0.42 -0.41
C 0.761 5.769 0.114 -0.22 0.81 -0.87 -0.43
C 0.819 4.074 1.854 0.92 -0.53 -0.35 0.54
O 0.317 3.192 1.172 -0.30 -0.14 -0.04 -0.68
H 2.503 6.730 1.903 0.12 0.02 0.25 0.20
H 1.756 5.978 3.351 -0.06 -0.10 0.03 0.22
H 0.862 7.176 2.347 0.12 0.09 0.40 0.20
H 0.500 5.017 -0.625 0.05 -0.59 0.60 0.24
H -0.070 6.481 0.087 0.14 0.11 0.09 0.21
H 1.653 6.252 -0.296 -0.06 0.18 0.18 0.20
H 1.308 3.816 2.809 -0.41 0.33 0.26 0.12
C 2.420 -5.629 -1.963 -0.71 -0.07 0.45 -0.41
N 3.157 -5.207 -0.793 0.50 0.56 -0.11 -0.43
C 4.490 -5.706 -0.632 0.59 -1.03 -0.26 -0.42
C 2.610 -4.347 0.098 0.00 -0.77 -0.25 0.54
O 3.084 -4.066 1.184 -0.16 0.39 -0.11 -0.65
H 1.997 -6.611 -1.737 -0.07 -0.08 -0.38 0.19
H 3.003 -5.686 -2.880 0.31 0.14 0.16 0.20
H 1.608 -4.918 -2.118 -0.04 -0.09 -0.15 0.24
H 4.517 -6.799 -0.746 -0.27 0.04 0.15 0.19
H 5.155 -5.364 -1.433 -0.07 0.39 0.15 0.19
H 4.911 -5.487 0.343 -0.16 0.33 0.02 0.24
H 1.637 -4.006 -0.290 0.01 0.26 0.23 0.11
C 1.459 -0.401 2.803 -0.17 -1.63 0.37 -0.26
O 0.719 -0.195 1.605 0.54 1.14 0.29 -0.75
H 1.948 -1.369 2.669 0.11 0.06 0.16 0.20
H 2.240 0.306 3.086 -0.17 0.41 -0.53 0.17
H 0.773 -0.515 3.650 0.04 0.17 0.05 0.16
H 0.636 0.766 1.536 -0.32 0.04 -0.37 0.49
```
Forces are in eV/Å.

The SMILES is C[C@H]1COC(=O)O1.CN(C)C=O.CN(C)C=O.CN(C)C=O.CN(C)C=O.CO. Its largest force on an atom is 1.84 eV/Å. The multiplicity is 1.

---

Computed DFT total energy, in the same sequence as the records: -3225.93466 -1491.48118 hartree.
Computed LUMO energy, in the same sequence as the records: -4.1 0.3 eV.
Computed HOMO energy, in the same sequence as the records: -9.551 -8.920 eV.